Entry 1:
This record from the OMol25 dataset describes a structure of composition C45H41N2O6S4TeV. The level of theory is ωB97M-V with the def2-TZVPD basis set.

Positions of all 100 atoms, in Å:
V 0.0972 -0.8228 -1.2408
C 1.7054 -2.1364 -7.3691
C 0.7123 -1.6844 -6.3107
C 0.8643 -0.3070 -5.9128
C 0.1210 0.5635 -5.1803
C -1.1074 0.2556 -4.4153
C -1.0993 -2.5288 -4.7843
C -0.1824 -2.6182 -5.8427
S -1.1752 1.4950 -2.9605
O -2.4931 1.4273 -2.4060
O -0.7617 2.7665 -3.4822
N -0.1122 0.9757 -1.8047
C 1.2214 1.5916 -1.8733
C 2.1991 0.5045 -2.3731
O 3.2788 0.7495 -2.8180
O 1.6608 -0.7160 -2.2299
H 1.7597 -1.4274 -8.1983
H 1.4386 -3.1129 -7.7735
H 2.7093 -2.2154 -6.9410
H 1.7355 0.1629 -6.3638
H 0.4798 1.5794 -5.0784
H -1.7674 -3.3293 -4.5012
H -0.2095 -3.5542 -6.3943
H 1.5452 1.9059 -0.8776
H 1.2355 2.4504 -2.5336
C -1.0573 6.8655 5.4642
C -0.7462 5.5669 4.7649
C -1.1197 4.3473 5.3055
C -0.8357 3.1394 4.6712
C -1.3036 1.8722 5.3588
C -0.1467 3.1467 3.4463
Te 0.4309 1.2873 2.5165
N 0.8665 -0.9987 0.1966
C 1.3559 -1.7209 1.2910
O 1.6401 -1.1874 2.3361
C 1.4636 -3.2009 1.1129
C 1.1523 -4.0219 2.1907
C 1.2364 -5.3974 2.0549
C 1.6403 -5.9532 0.8458
C 1.9566 -5.1320 -0.2268
C 1.8757 -3.7553 -0.0945
C 2.4412 1.6270 3.1431
C 2.6406 1.9240 4.4892
C 3.9192 2.0290 5.0162
C 5.0163 1.8272 4.1912
C 4.8193 1.5470 2.8483
C 3.5395 1.4482 2.2986
C 3.4044 1.2310 0.8123
C 0.2336 4.3811 2.8814
C 0.9908 4.5104 1.5771
C -0.0753 5.5611 3.5493
H -1.4423 6.6902 6.4688
H -1.8067 7.4320 4.9064
H -0.1640 7.4880 5.5391
H -1.6426 4.3267 6.2582
H -1.2594 1.9895 6.4429
H -0.6960 1.0179 5.0737
H -2.3427 1.6545 5.0908
H 0.8357 -3.5670 3.1217
H 0.9914 -6.0377 2.8936
H 1.7216 -7.0283 0.7455
H 2.2660 -5.5656 -1.1698
H 2.1501 -3.1091 -0.9184
H 1.7837 2.0835 5.1331
H 4.0547 2.2558 6.0669
H 6.0218 1.8912 4.5898
H 5.6778 1.4039 2.2001
H 4.3272 0.8302 0.3924
H 3.2054 2.1845 0.3129
H 2.5964 0.5464 0.5633
H 1.0622 3.5567 1.0646
H 2.0043 4.8746 1.7644
H 0.4931 5.2237 0.9169
H 0.2282 6.5068 3.1061
O -0.6967 -2.4767 -1.3543
C -2.0785 -2.1968 -1.3079
C -2.3680 -1.4913 -2.6563
C -3.4783 -1.0130 -3.2096
C -3.5208 -0.2973 -4.4907
C -2.4539 0.2801 -5.0537
S -0.8467 -1.3843 -3.5651
C -2.8859 -3.4713 -1.1851
C -4.1803 -3.6010 -0.7897
C -4.6097 -4.9601 -0.7839
C -3.6244 -5.8124 -1.1744
S -2.1708 -4.9886 -1.5421
C -2.3131 -1.3448 -0.0516
C -2.7599 -0.0648 0.1412
C -2.8055 0.3021 1.5139
C -2.4124 -0.7082 2.3340
S -1.9825 -2.1154 1.4690
H -4.4143 -1.1189 -2.6683
H -4.4902 -0.1802 -4.9591
H -2.5470 0.8446 -5.9717
H -4.7996 -2.7618 -0.4944
H -5.6057 -5.2718 -0.5008
H -3.6650 -6.8889 -1.2548
H -3.0707 0.5851 -0.6602
H -3.1110 1.2799 1.8641
H -2.3692 -0.7106 3.4130

The value obtained for the energy is -138912.4092 eV. As for the energy above the lowest of the compared OMol25 structures with the same formula, charge and spin: 0.0 kJ/mol. Its largest force on an atom is 2.38 eV/Å. Its LUMO energy is -0.06918 Eh. The HOMO energy comes out at -7.09 eV. The HOMO-LUMO gap comes out at 5.207 eV.

Entry 2:
This record from the OMol25 dataset describes a structure of composition C45H42AsFN16O3SSc. The level of theory is ωB97M-V with the def2-TZVPD basis set.

Positions of all 110 atoms, in Å:
Sc 1.9590 0.7813 -1.1615
C 5.5568 -1.6204 0.3620
C 4.4455 -0.6381 0.5197
N 4.2862 0.4011 -0.1996
N 5.2217 0.6964 -1.1469
C 5.1562 1.9179 -1.7461
N 6.1181 2.1300 -2.6628
S 4.0199 3.0710 -1.3363
C 3.3646 -0.8216 1.5304
C 3.5925 -1.5016 2.7173
C 2.5929 -1.5274 3.6764
C 1.3955 -0.8876 3.4133
C 1.2448 -0.2520 2.1912
N 2.2041 -0.2132 1.2683
H 6.5100 -1.1237 0.1775
H 5.6750 -2.2604 1.2301
H 5.3053 -2.2644 -0.4884
H 5.7851 -0.0388 -1.5494
H 6.4557 1.3304 -3.1791
H 5.9708 2.9538 -3.2252
H 4.5431 -1.9774 2.9053
H 2.7557 -2.0342 4.6187
H 0.5890 -0.8715 4.1332
H 0.3177 0.2475 1.9402
F -4.6921 -0.4045 0.7961
C -3.8405 -1.3386 0.3163
C -2.5378 -0.9980 0.1102
C -1.6314 -1.9557 -0.3396
C -0.2423 -1.5635 -0.6033
O 0.0725 -0.3700 -0.4964
C 0.6442 -2.6203 -0.9860
C 0.1464 -3.8688 -1.1663
N -1.1613 -4.2041 -1.0436
C -1.5807 -5.5459 -1.3853
C -1.0666 -6.1396 -2.6580
C -2.5041 -5.7283 -2.5543
C -2.0723 -3.2593 -0.5824
C -3.4197 -3.5812 -0.3866
C -4.3212 -2.6280 0.0535
N -5.6918 -2.9745 0.1790
C -6.0623 -4.1568 0.9367
C -7.1018 -4.9318 0.1177
N -7.8107 -3.9307 -0.7665
C -8.0839 -2.6602 -0.0067
C -6.7357 -1.9572 0.2268
C 2.1105 -2.3964 -1.1969
O 2.8913 -3.3306 -1.1132
O 2.4140 -1.1796 -1.4768
H -2.2025 0.0162 0.2800
H 0.8133 -4.6706 -1.4551
H -1.6971 -6.2076 -0.5352
H -0.8205 -7.1912 -2.6508
H -0.4216 -5.5248 -3.2702
H -3.2594 -6.4998 -2.4849
H -2.7999 -4.8353 -3.0888
H -3.7706 -4.5745 -0.6305
H -6.4739 -3.8826 1.9153
H -5.1977 -4.7875 1.1204
H -7.8561 -5.4147 0.7353
H -6.6518 -5.6662 -0.5469
H -8.6620 -4.3273 -1.1622
H -7.1772 -3.7018 -1.5356
H -8.5723 -2.9615 0.9174
H -8.7728 -2.0504 -0.5850
H -6.7912 -1.4235 1.1779
H -6.5564 -1.2252 -0.5578
N 0.4150 0.9041 -4.3698
C -0.2866 1.3260 -3.2784
N -1.6026 1.4028 -3.2282
N -1.8525 1.8761 -1.9811
N -0.7631 2.0596 -1.3406
N 0.2917 1.7116 -2.1349
C 1.7784 0.6890 -4.3517
N 2.4467 0.3051 -5.4165
N 3.7193 0.1852 -4.9704
N 3.7896 0.4702 -3.7234
N 2.5500 0.8272 -3.2776
H -0.0865 0.6914 -5.2139
C -2.1708 3.2180 3.8417
C -2.3601 2.5042 2.6667
C -1.3277 2.3910 1.7429
C -0.0972 2.9900 1.9937
C 0.0885 3.7105 3.1689
C -0.9470 3.8251 4.0874
As 1.3615 2.8359 0.7008
C 1.3919 4.6246 -0.0306
C 0.5450 5.1485 -0.9935
C 0.7165 6.4698 -1.3850
C 1.7238 7.2434 -0.8178
C 2.5681 6.7099 0.1445
C 2.4059 5.3885 0.5464
C 3.2218 4.6837 1.5660
C 4.3045 5.2281 2.2467
C 4.9888 4.4651 3.1817
C 4.5981 3.1568 3.4460
C 3.5226 2.6024 2.7627
C 2.8442 3.3649 1.8264
H -2.9762 3.3142 4.5590
H -3.3194 2.0464 2.4553
H -1.4849 1.8856 0.8025
H 1.0386 4.1849 3.3765
H -0.7940 4.3924 4.9968
H -0.2350 4.5394 -1.4300
H 0.0644 6.8962 -2.1361
H 1.8523 8.2717 -1.1296
H 3.3491 7.3245 0.5750
H 4.6217 6.2443 2.0469
H 5.8325 4.8932 3.7076
H 5.1318 2.5698 4.1827
H 3.2233 1.5833 2.9779

The value obtained for the energy is -172419.9860 eV. As for the energy above the lowest of the compared OMol25 structures with the same formula, charge and spin: 64.7 kJ/mol. Its total charge is +1. Its largest force on an atom is 1.03 eV/Å. Its LUMO energy is -0.11976 Eh. The HOMO energy comes out at -9.15 eV. The HOMO-LUMO gap comes out at 5.893 eV.

Entry 3:
This record from the OMol25 dataset describes a structure of composition C45H43Cl2N3O5P2S2Zr. The level of theory is ωB97M-V with the def2-TZVPD basis set.

Positions of all 103 atoms, in Å:
Zr -0.0973 -0.5837 0.5127
C -2.5916 3.2307 -1.6574
N -1.8036 2.0340 -1.3256
P -0.1861 2.0103 -0.8363
C 0.8482 2.2750 -2.3094
C 2.2262 2.1471 -2.1388
C 3.0909 2.3607 -3.1999
C 2.5858 2.7192 -4.4437
C 1.2183 2.8664 -4.6167
C 0.3513 2.6430 -3.5553
C 0.2382 3.5008 0.1036
C 0.0497 4.7703 -0.4525
C 0.4185 5.9024 0.2528
C 1.0059 5.7828 1.5066
C 1.2320 4.5285 2.0498
C 0.8482 3.3924 1.3501
P -2.4828 0.5229 -0.8513
C -4.2612 0.6181 -1.1643
C -5.1797 0.8059 -0.1355
C -6.5360 0.9015 -0.4082
C -6.9811 0.8127 -1.7183
C -6.0758 0.6188 -2.7535
C -4.7232 0.5154 -2.4804
C -1.9558 -0.6809 -2.1195
C -1.2539 -0.3552 -3.2756
C -0.8857 -1.3398 -4.1803
C -1.2382 -2.6609 -3.9465
C -1.9629 -2.9961 -2.8079
C -2.3112 -2.0152 -1.8968
H -2.1041 3.8077 -2.4414
H -2.7235 3.8703 -0.7839
H -3.5687 2.9320 -2.0272
H 2.6399 1.9032 -1.1660
H 4.1581 2.2577 -3.0532
H 3.2573 2.8923 -5.2739
H 0.8205 3.1606 -5.5788
H -0.7129 2.7579 -3.7128
H -0.3601 4.8822 -1.4476
H 0.2615 6.8802 -0.1819
H 1.2983 6.6708 2.0509
H 1.7077 4.4334 3.0173
H 1.0566 2.4160 1.7704
H -4.8534 0.8604 0.8931
H -7.2424 1.0397 0.3985
H -8.0388 0.8865 -1.9332
H -6.4261 0.5389 -3.7736
H -4.0246 0.3456 -3.2902
H -1.0031 0.6736 -3.4783
H -0.3427 -1.0696 -5.0767
H -0.9650 -3.4295 -4.6578
H -2.2609 -4.0227 -2.6414
H -2.8779 -2.2865 -1.0118
Cl -1.2930 1.3414 2.4371
C -2.8317 0.5902 2.9714
Cl -2.9106 -1.1205 2.6201
H -3.6175 1.1115 2.4422
H -2.8934 0.7527 4.0412
O -0.4151 -5.2337 3.8445
C -1.0444 -5.5151 2.6931
C -1.6005 -6.7902 2.5740
C -2.2621 -7.1533 1.4248
C -2.3913 -6.2629 0.3543
C -1.8460 -5.0076 0.4639
C -1.1673 -4.6058 1.6256
C -0.6234 -3.2556 1.6980
O -0.7928 -2.4558 0.6526
N -0.0067 -2.8175 2.7446
N 0.4095 -1.4912 2.5873
C 0.9973 -1.0645 3.6705
S 1.0686 -2.0589 5.0871
C 2.1514 -0.9539 6.0248
C 1.8250 0.4673 5.6165
S 1.7498 0.5002 3.8062
H -0.0732 -4.3214 3.8086
H -1.4954 -7.4727 3.4059
H -2.6869 -8.1460 1.3526
H -2.9127 -6.5603 -0.5444
H -1.9214 -4.2987 -0.3478
H 3.1897 -1.2046 5.8115
H 1.9540 -1.1218 7.0825
H 2.5996 1.1692 5.9224
H 0.8673 0.7908 6.0226
C 6.1022 2.2013 2.1567
O 6.3206 1.2168 1.1420
C 5.2857 0.5499 0.6473
C 5.6094 -0.3950 -0.3559
C 4.6116 -1.1058 -0.9418
C 3.2506 -0.9394 -0.5673
C 2.2250 -1.5672 -1.3143
C 2.5049 -2.4583 -2.4781
O 0.9908 -1.3781 -1.0504
C 2.9607 -0.0159 0.4710
O 1.7077 0.1853 0.8665
C 3.9687 0.7395 1.0593
H 7.0836 2.5986 2.3907
H 5.6669 1.7392 3.0438
H 5.4590 2.9983 1.7810
H 6.6448 -0.5195 -0.6365
H 4.8619 -1.8137 -1.7195
H 3.1904 -3.2580 -2.1968
H 2.9719 -1.8849 -3.2816
H 1.5715 -2.8826 -2.8360
H 3.7031 1.4502 1.8238

The value obtained for the energy is -128636.4812 eV. As for the energy above the lowest of the compared OMol25 structures with the same formula, charge and spin: 59.0 kJ/mol. Its total charge is +2. Its largest force on an atom is 0.51 eV/Å. Its LUMO energy is -0.20627 Eh. The HOMO energy comes out at -12.37 eV. The HOMO-LUMO gap comes out at 6.755 eV.

Entry 4:
This record from the OMol25 dataset describes a structure of composition C45H43N5O6PSe2W. The level of theory is ωB97M-V with the def2-TZVPD basis set.

Positions of all 103 atoms, in Å:
W -0.9437 0.3546 -0.9674
Se -2.3828 -0.6518 -2.9023
Se -1.2993 2.5274 -2.4925
C -2.7171 2.7068 -1.2829
C -3.4272 3.8759 -1.0291
C -4.3284 3.8387 0.0118
C -4.4475 2.6814 0.7880
C -3.6680 1.5876 0.4962
N -2.8414 1.5921 -0.5623
C -0.6793 -0.5364 -3.6506
C -0.2427 -1.0015 -4.8911
C 1.0936 -0.8882 -5.1962
C 1.9890 -0.3391 -4.2710
C 1.5023 0.0922 -3.0639
N 0.1896 0.0165 -2.7881
H -3.2540 4.7605 -1.6237
H -4.9171 4.7142 0.2550
H -5.1241 2.6418 1.6298
H -3.6779 0.6912 1.0980
H -0.9521 -1.4378 -5.5798
H 1.4568 -1.2313 -6.1568
H 3.0423 -0.2473 -4.4923
H 2.1359 0.5085 -2.2962
O 0.8751 -0.2328 -0.2955
C 1.0052 -0.4956 0.9743
C 1.6737 -1.5496 1.6770
C 2.4175 -2.6900 1.3599
C 2.9087 -3.4253 2.4281
C 2.6823 -3.0558 3.7574
C 1.9363 -1.9175 4.0769
C 1.4387 -1.1861 3.0278
P 0.5152 0.2838 2.5367
C -1.1390 0.2515 3.2216
C -1.6081 -0.9655 3.7180
C -2.8600 -1.0364 4.3071
C -3.6385 0.1074 4.4170
C -3.1703 1.3197 3.9277
C -1.9266 1.3979 3.3220
C 1.3834 1.7688 3.0337
C 1.0103 2.4874 4.1687
C 1.7742 3.5701 4.5740
C 2.9058 3.9340 3.8577
C 3.2920 3.2057 2.7414
C 2.5355 2.1204 2.3336
H 2.6003 -2.9818 0.3349
H 3.4902 -4.3175 2.2315
H 3.0925 -3.6660 4.5506
H 1.7612 -1.6382 5.1079
H -0.9961 -1.8557 3.6497
H -3.2206 -1.9818 4.6902
H -4.6113 0.0527 4.8887
H -3.7753 2.2128 4.0166
H -1.5903 2.3387 2.9072
H 0.1293 2.2125 4.7321
H 1.4824 4.1334 5.4502
H 3.4930 4.7850 4.1768
H 4.1794 3.4833 2.1879
H 2.8460 1.5380 1.4764
O -1.0737 3.7439 1.2505
C -0.3243 3.0526 0.6009
O -0.4543 1.7338 0.5422
C 0.8511 3.6820 -0.1041
C 1.8684 2.9193 -0.6623
C 2.9397 3.5275 -1.2916
C 2.9567 4.9086 -1.3472
C 1.9656 5.6982 -0.7976
C 0.9042 5.0689 -0.1648
N 4.0972 5.5683 -2.0266
O 4.9626 4.8502 -2.4843
O 4.0974 6.7779 -2.0741
H 1.8189 1.8442 -0.5943
H 3.7471 2.9618 -1.7316
H 2.0301 6.7734 -0.8679
H 0.1099 5.6473 0.2850
N -0.0401 -2.5754 -1.4545
C 0.5707 -3.4488 -1.9104
N 1.2681 -4.4332 -2.4276
C 2.7147 -4.3233 -2.6235
C 3.4025 -5.5529 -2.0485
C 2.8007 -6.8233 -2.6469
C 1.2928 -6.8750 -2.4081
C 0.6175 -5.6312 -2.9682
H 3.0559 -3.3977 -2.1615
H 2.9157 -4.2521 -3.6996
H 3.2634 -5.5591 -0.9626
H 4.4747 -5.4968 -2.2420
H 3.2818 -7.7065 -2.2266
H 2.9974 -6.8407 -3.7245
H 1.0911 -6.9331 -1.3347
H 0.8554 -7.7608 -2.8709
H -0.4407 -5.5878 -2.7185
H 0.7077 -5.6117 -4.0606
C -2.1618 -2.9440 1.2110
C -2.6084 -1.9884 0.1206
C -4.0921 -1.6957 0.1672
O -1.8409 -0.7728 0.2695
H -2.5294 -3.9482 0.9908
H -2.5529 -2.6478 2.1864
H -1.0726 -2.9823 1.2504
H -2.3568 -2.4221 -0.8419
H -4.4069 -1.3731 1.1627
H -4.6442 -2.6042 -0.0783
H -4.3710 -0.9299 -0.5582

The value obtained for the energy is -208898.8987 eV. As for the energy above the lowest of the compared OMol25 structures with the same formula, charge and spin: 86.5 kJ/mol. Its total charge is +1. Its largest force on an atom is 1.56 eV/Å. Its LUMO energy (spin up / spin down) is -0.11875 / -0.12628 Eh. The HOMO energy (spin up / spin down) comes out at -9.51 / -9.82 eV. As for the spin multiplicity: 3. The HOMO-LUMO gap (spin up / spin down) comes out at 6.274 / 6.380 eV.